Below is a 2-piece molecular cluster, C28H38ClF8IN3O13PS2 overall, with properties calculated with ωB97M-V/def2-TZVPD.

The geometry in ORCA input format:
```
! wB97M-V def2-TZVPD RIJCOSX def2/J DEFGRID3
* xyz -2 1
C -3.34 -5.70 -1.06
C -3.15 -4.27 -0.54
C -1.78 -3.78 -0.05
I -1.23 -5.31 1.42
C -0.72 -3.17 -1.11
C 0.23 -4.28 -1.57
C 1.50 -4.12 -2.13
C 2.28 -5.20 -2.53
C 1.77 -6.48 -2.35
C 0.48 -6.55 -1.83
N -0.25 -5.52 -1.47
C -0.04 -1.92 -0.34
C 0.45 -2.35 1.09
N 1.37 -3.47 1.18
P 1.60 -1.21 -0.96
O 1.88 -0.90 -2.36
O 2.89 -2.14 -0.51
O 1.93 0.11 -0.07
C -1.05 -0.68 -0.16
C -1.39 -0.33 1.31
C -0.40 0.53 2.09
C -1.17 1.49 3.06
C -1.04 2.93 2.60
N 0.28 3.51 2.94
C -0.78 0.70 -0.87
O -1.46 1.64 -0.39
O -0.11 0.81 -1.89
O -2.43 -1.00 -0.60
S -2.70 -1.36 -2.12
O -2.54 -0.28 -3.06
O -4.08 -1.77 -2.18
C -1.50 -2.72 -2.44
C -0.56 -2.08 -3.50
C -1.19 -2.04 -4.92
C -0.60 -0.84 -5.73
C -1.70 0.12 -6.23
S -1.38 1.86 -5.88
O -1.34 2.55 -7.15
O -0.26 2.06 -5.04
Cl -3.04 2.50 -4.87
C -2.10 -3.93 -3.29
O -3.32 -4.04 -3.45
O -1.26 -4.67 -3.85
H -4.36 -5.72 -1.45
H -3.33 -6.47 -0.28
H -2.72 -5.97 -1.90
H -3.78 -4.25 0.36
H -3.67 -3.62 -1.24
H -2.03 -2.98 0.64
H 1.90 -3.14 -2.33
H 3.25 -5.03 -2.97
H 2.31 -7.37 -2.64
H 0.06 -7.55 -1.71
H -0.37 -2.57 1.77
H 0.97 -1.51 1.55
H 1.26 -4.04 1.99
H 1.66 -3.96 0.35
H 3.64 -1.57 -0.67
H 2.34 -0.14 0.76
H -1.72 -1.22 1.86
H -2.31 0.24 1.28
H 0.28 -0.03 2.73
H 0.21 1.18 1.46
H -2.21 1.21 3.18
H -0.68 1.45 4.04
H -1.79 3.53 3.13
H -1.29 3.02 1.54
H 0.92 3.40 2.16
H 0.16 4.50 3.02
H -0.34 -1.04 -3.30
H 0.38 -2.59 -3.64
H -0.95 -2.93 -5.49
H -2.27 -1.87 -4.87
H 0.19 -0.32 -5.21
H -0.15 -1.25 -6.63
H -2.68 -0.13 -5.84
H -1.77 0.07 -7.31
C 2.37 8.10 4.30
C 1.66 6.73 4.26
C 0.80 6.35 5.47
F 1.54 6.26 6.59
F 0.24 5.14 5.26
F 2.56 5.77 4.00
F 0.81 6.78 3.19
O 3.74 8.11 4.67
C 4.12 8.17 5.98
C 4.91 6.92 6.40
F 4.17 5.82 6.24
F 5.24 7.02 7.71
F 3.07 8.40 6.79
F 4.95 9.24 6.10
H 2.38 8.44 3.26
H 1.80 8.84 4.85
H 0.00 7.08 5.62
H 5.82 6.83 5.80
*
```

Results
Energy above the lowest of the compared OMol25 structures with the same formula, charge and spin: 0.0 kJ/mol
Kohn-Sham gap: 5.63 eV
Total energy: -4926.7180 Eh

And the Mulliken charges, in e, turn out to be: -1.617 -0.174 -1.955 -0.011 1.403 -0.037 0.958 -1.068 -0.828 -0.695 0.100 3.030 -2.461 -0.226 -0.009 -0.893 -0.511 -0.492 0.608 -2.576 -0.807 -0.871 -0.749 -0.427 -0.189 -0.833 -0.601 -0.469 1.647 -0.593 -0.826 1.606 -1.467 -1.772 -0.829 -0.987 1.106 -0.695 -0.490 -0.226 0.143 -0.678 -0.728 0.449 0.440 0.189 0.744 0.211 0.445 0.032 0.484 0.378 0.404 0.998 0.244 0.406 0.255 0.409 0.394 0.497 0.849 0.480 0.457 0.541 0.413 0.494 0.361 0.246 0.047 0.263 0.660 0.624 0.681 0.642 0.426 0.556 0.481 -0.921 1.047 0.100 -0.232 -0.198 -0.282 -0.329 -0.398 0.801 0.191 -0.205 -0.266 -0.283 -0.312 0.429 0.342 0.261 0.242